298
Properties=species:S:1:pos:R:3:forces:R:3:mulliken_charge:R:1 method="wB97M-V/def2-TZVPD" energy_ev=-148802.0622 gap_ev=8.616 largest_force_ev_per_a=3.5 total_charge=0 spin_multiplicity=1 mol_weight_g_mol=1638.4 e_homo_ev=-8.59
C 18.02268 2.56580 -0.89403 -0.2898 -0.7184 -1.6305 -0.75
O 17.65854 3.91051 -0.92157 -1.1639 1.0998 0.8880 -0.41
C 16.33541 4.20597 -0.42602 -0.3847 0.6440 -0.3004 -0.52
C 15.10072 3.69344 -1.26341 0.8202 0.0259 0.5580 -0.58
N 13.81803 4.35932 -0.93393 0.6499 -0.0440 1.1869 -0.42
C 13.39476 4.21903 0.50494 0.8994 0.4339 -1.9380 -0.73
C 11.87845 4.44434 0.54190 -0.1918 -0.9221 1.0142 -0.53
O 11.21458 3.48886 -0.30367 0.7978 -0.0836 -0.7232 -0.32
C 9.80507 3.29466 -0.27100 0.4264 0.6335 0.9541 -0.71
H 19.08412 2.39894 -0.71069 -0.0366 0.4027 0.4920 0.26
H 17.87521 2.27022 -1.93277 0.0330 -0.8659 -0.1217 0.28
H 17.39530 1.91759 -0.28223 0.0475 0.1655 0.3727 0.32
H 16.23832 5.29066 -0.47220 0.2692 0.1260 -0.0027 0.36
H 16.29939 3.95704 0.63456 -0.1852 -0.4117 0.1026 0.38
H 15.02824 2.61153 -1.15250 -0.0449 -0.3254 -0.0478 0.36
H 15.40641 3.92202 -2.28439 -0.3948 -0.0567 -0.1974 0.39
H 13.04629 3.92389 -1.41863 0.2620 -0.1913 -0.5789 0.31
H 13.98739 4.91949 1.09335 -0.6374 0.7369 0.0782 0.37
H 13.78089 3.29681 0.93915 -0.7953 -0.8216 -0.1119 0.40
H 11.59450 5.46938 0.30364 0.1417 0.0524 -0.2810 0.34
H 11.62049 4.26012 1.58479 -0.5290 0.0391 0.2148 0.40
H 9.52780 3.14940 0.77309 -0.3748 -0.1989 0.0732 0.30
H 9.51863 2.42740 -0.86589 0.4807 -0.0734 0.0879 0.23
H 9.22399 4.13385 -0.65335 0.1901 0.3546 -0.0859 0.28
C 7.61217 2.17517 -5.51354 1.2724 0.6586 0.6893 -0.77
O 6.25695 2.01736 -5.60454 -1.6818 -0.7529 -0.6754 -0.28
C 5.81565 0.98098 -6.51292 0.7806 0.0865 0.5853 -0.70
C 4.32381 0.97312 -6.46933 -0.4187 -0.4634 -0.2783 -0.40
N 3.84411 2.13844 -7.14039 -0.4415 1.5561 -0.7375 -0.50
C 2.43860 2.42485 -6.89615 -1.4653 0.1314 0.2871 -0.78
C 1.40830 1.44203 -7.49095 1.6280 -0.1467 2.5309 -0.60
O 1.59356 0.17475 -6.78271 -0.4827 -0.3414 -3.1942 -0.16
C 0.94384 -0.84955 -7.58650 -0.2099 -0.4599 1.8373 -0.84
H 8.08894 1.39690 -4.91764 0.0938 -0.4018 -0.0648 0.29
H 7.78025 3.10269 -4.96623 0.0388 0.0982 0.0145 0.25
H 8.14384 2.28055 -6.45923 -0.1373 -0.1725 -0.3635 0.30
H 6.16090 -0.00361 -6.19752 0.3823 -0.0722 0.2430 0.40
H 6.24841 1.20470 -7.48799 -0.2393 -0.0715 -0.2807 0.38
H 4.05600 1.11292 -5.42203 -0.1956 -0.9474 0.4983 0.28
H 3.83871 0.11636 -6.93700 0.5089 -0.3023 0.4934 0.36
H 4.30641 2.80301 -6.53647 0.2629 1.1365 -0.7038 0.32
H 2.06247 3.36457 -7.30056 0.8517 0.4381 -0.4818 0.39
H 2.31955 2.60641 -5.82798 -0.5398 -0.5746 0.4950 0.42
H 1.63786 1.47239 -8.55606 -0.3583 -0.8226 -0.1976 0.35
H 0.38346 1.70133 -7.22531 -0.0495 0.6509 -0.5463 0.42
H -0.13235 -0.67668 -7.58117 -0.2015 0.0623 -0.0039 0.31
H 1.13296 -1.77417 -7.04114 -0.1376 -0.0887 -0.0287 0.25
H 1.21899 -1.04957 -8.62206 0.7251 0.7914 -0.0790 0.31
C -9.82263 -5.15982 -0.09708 1.3496 -0.1792 -1.8047 -0.69
O -9.42176 -6.02861 -1.21754 -1.0840 -0.0595 0.7352 -0.33
C -8.84731 -5.38476 -2.35970 0.0068 -0.0485 1.0436 -0.65
C -8.97000 -6.23816 -3.57974 0.5735 -0.8231 -0.0397 -0.42
N -8.20251 -7.51814 -3.49700 -0.9668 2.1353 -0.1324 -0.41
C -8.42469 -8.25818 -4.73984 0.7509 -0.7110 0.8136 -0.80
C -9.74800 -9.00666 -4.90593 1.1090 0.3569 -0.7042 -0.49
O -10.73763 -8.14475 -5.42183 0.0434 -0.0099 0.2293 -0.29
C -11.97434 -8.78568 -5.46590 -1.2470 0.4299 0.0474 -0.79
H -8.89179 -4.84763 0.37639 -0.0716 0.4210 0.1754 0.28
H -10.42884 -5.64118 0.67032 -0.0638 -0.4812 -0.5929 0.24
H -10.34331 -4.31999 -0.55716 -0.1152 0.2214 0.4343 0.30
H -7.79584 -5.20028 -2.13954 0.2798 0.1001 -0.0847 0.33
H -9.30637 -4.42594 -2.60059 -0.3320 0.2163 0.3129 0.44
H -8.53752 -5.64503 -4.38551 -0.1968 -0.0338 -0.2876 0.30
H -10.00033 -6.51990 -3.79691 -0.2687 0.6685 -0.0744 0.30
H -8.65950 -7.93204 -2.69704 0.2202 -0.9088 0.0706 0.24
H -7.56912 -8.93174 -4.69046 -0.3186 -0.7390 -0.6416 0.40
H -8.24327 -7.61792 -5.60312 -0.1212 0.1988 0.0787 0.35
H -10.00332 -9.46574 -3.95086 -0.4266 -0.0404 0.1505 0.34
H -9.61039 -9.78068 -5.66095 0.1616 -0.4874 0.1070 0.46
H -12.29638 -9.07667 -4.46604 -0.0482 -0.1322 0.1927 0.33
H -12.07626 -9.65333 -6.11777 0.6878 -0.3075 -0.1451 0.31
H -12.71358 -8.08551 -5.85501 0.0970 0.2306 0.1108 0.26
C 14.11704 -7.47921 -3.43563 -0.3310 0.8547 0.8310 -0.72
O 13.02718 -6.65516 -3.12076 1.0381 1.5276 0.4929 -0.29
C 11.80588 -7.21916 -3.26408 -1.6092 -0.6499 -0.8511 -0.42
C 10.76033 -6.26249 -2.73022 -0.3114 0.6676 -0.2961 -0.73
N 9.38693 -6.73014 -2.84896 0.1078 -1.4051 0.2838 -0.21
C 8.37809 -6.03972 -2.06678 -0.3956 -0.1053 -0.7025 -0.58
C 7.06000 -6.88170 -2.00069 1.4446 -1.9351 0.0541 -0.62
O 6.48415 -7.28401 -3.23374 -0.0193 0.6062 0.1046 -0.36
C 5.73127 -6.25970 -3.80925 0.5811 0.1654 -0.8845 -0.68
H 14.11285 -8.28484 -2.70145 0.4069 -0.4550 -0.2276 0.32
H 14.92948 -6.77947 -3.23961 0.5505 -0.6457 -0.3918 0.24
H 14.06392 -7.83334 -4.46513 0.2100 -0.1222 -0.0744 0.28
H 11.73878 -8.17181 -2.73867 -0.1506 -0.3108 0.1358 0.33
H 11.65275 -7.39168 -4.32939 -0.4130 -0.4063 -0.3666 0.30
H 10.78323 -5.31935 -3.27616 0.8117 0.3771 -0.0187 0.29
H 11.10831 -6.06591 -1.71614 -0.6702 0.0833 0.3212 0.32
H 9.11848 -6.73371 -3.82262 0.0150 -0.1341 -0.0468 0.24
H 8.19332 -5.06837 -2.52551 -0.2392 0.5250 0.2609 0.28
H 8.84427 -5.89269 -1.09254 -0.6003 0.0486 0.2829 0.49
H 6.28145 -6.58124 -1.29948 0.1009 0.6326 0.0273 0.46
H 7.39127 -7.88107 -1.71848 0.2764 0.1431 0.9316 0.24
H 5.33049 -6.65336 -4.74333 -0.4154 0.0469 0.1966 0.26
H 6.41610 -5.46389 -4.10210 -0.1427 0.5260 0.0026 0.26
H 4.97477 -5.86811 -3.12920 -0.2493 -0.0258 -0.0578 0.28
C 6.02771 -9.43336 9.91151 1.1281 -2.3324 0.6401 -0.69
O 5.58989 -8.16469 9.96600 -1.4735 2.1842 0.0677 -0.38
C 5.50174 -7.56236 8.71295 -0.9676 -0.3624 -1.5290 -0.36
C 4.35103 -8.23307 7.81834 -0.2098 0.6887 0.4727 -0.88
N 3.78130 -7.34987 6.78164 0.3691 -0.3672 1.1446 -0.17
C 4.71800 -7.09878 5.72606 -0.4800 1.5000 -0.8566 -0.81
C 3.95408 -6.50074 4.49854 1.5043 0.2826 0.9158 -0.60
O 3.39467 -5.20958 4.79202 -0.5706 -0.9676 -0.9366 -0.29
C 2.43803 -4.90470 3.75951 0.2927 1.2232 0.9697 -0.85
H 7.11411 -9.40930 9.99663 0.3622 -0.5058 -0.1597 0.28
H 5.73765 -10.00551 9.03025 -0.0181 0.1359 -0.2316 0.31
H 5.63313 -9.98792 10.76290 0.0590 0.0044 0.1547 0.25
H 6.44151 -7.65603 8.16873 0.3633 0.0058 -0.0191 0.30
H 5.32452 -6.50029 8.88238 -0.3325 -0.0886 -0.1734 0.32
H 3.57592 -8.54933 8.51640 -0.2384 0.3819 0.1100 0.43
H 4.62664 -9.16972 7.33373 0.8102 -0.1609 0.0415 0.45
H 2.93504 -7.75050 6.40290 -0.0624 -0.1587 0.0918 0.22
H 5.36743 -7.92542 5.43794 -0.3844 -0.7844 -0.4151 0.43
H 5.47022 -6.39711 6.08652 -0.1420 0.5635 -0.0466 0.34
H 3.21424 -7.21172 4.13078 -0.3612 -0.0286 0.1650 0.39
H 4.67612 -6.34912 3.69617 0.1471 -0.1700 -0.2561 0.37
H 2.82032 -5.09150 2.75600 -0.0952 -0.5033 -0.0231 0.37
H 2.25597 -3.83054 3.79350 0.1977 0.1686 0.1444 0.26
H 1.45751 -5.32528 3.98273 0.1015 -0.6426 -0.2947 0.32
C -2.21192 4.20550 -3.14513 -0.0342 0.0928 -0.5577 -0.81
O -3.17269 5.23192 -2.98236 -0.7684 0.5405 -0.4539 -0.25
C -4.17965 5.31918 -4.03640 1.7507 -0.9855 -1.1504 -0.65
C -3.51715 5.72883 -5.43191 -1.4371 -0.0398 0.9771 -0.67
N -3.03561 7.06853 -5.42898 0.8115 1.8788 -0.1403 -0.38
C -4.07485 8.10433 -5.16806 0.4606 -0.2584 0.8813 -0.46
C -3.61810 9.58117 -5.26833 -0.0053 0.0171 0.0826 -0.62
O -4.74079 10.48163 -5.27156 1.6293 -0.8176 -1.3656 -0.36
C -5.28034 10.77892 -4.04707 -1.6473 0.4393 0.5562 -0.69
H -1.42727 4.45565 -3.85915 0.0655 0.3211 -0.2300 0.28
H -2.67600 3.30034 -3.53682 -0.1375 -0.3051 0.2247 0.38
H -1.68353 4.00844 -2.21235 -0.4615 0.0890 0.1890 0.20
H -4.97632 5.99886 -3.73401 0.3268 -0.0778 0.1948 0.45
H -4.58686 4.32081 -4.19619 -0.3209 -0.1874 0.1939 0.36
H -4.22216 5.71487 -6.26310 -0.4168 -0.6624 0.1547 0.39
H -2.70453 5.04276 -5.67081 -0.0139 -0.0181 0.0654 0.36
H -2.45079 7.11098 -4.60661 0.5980 0.2955 0.0452 0.35
H -4.34768 7.88376 -4.13607 -0.7085 0.6415 0.1753 0.30
H -4.97055 7.99673 -5.77981 0.1733 -0.2362 -0.2992 0.34
H -3.01406 9.76213 -6.15743 -0.4513 -0.1129 -0.3736 0.36
H -2.94957 9.89937 -4.46839 0.0390 -0.3600 0.4660 0.27
H -5.65499 9.89644 -3.52843 0.0382 -0.1511 0.2133 0.27
H -6.13978 11.39396 -4.31385 -0.2750 -0.0159 0.3100 0.27
H -4.71559 11.39712 -3.34923 0.7796 -0.1244 -0.1113 0.30
C 1.39045 -3.70946 12.12575 -0.3625 0.3843 1.3287 -0.78
O 0.70221 -3.15101 11.05539 -0.0140 0.4596 -1.4082 -0.32
C 0.93362 -3.82879 9.83385 -0.1237 -0.1926 -1.7632 -0.62
C 0.27914 -3.07549 8.57651 0.1511 -0.4445 2.2062 -0.56
N -1.12863 -2.86056 8.91338 0.0418 0.2340 0.0912 -0.37
C -1.72042 -1.77316 8.17895 -0.3529 0.7315 -2.2654 -0.81
C -2.01933 -2.16662 6.65976 -0.6007 1.1427 1.0451 -0.29
O -2.46153 -1.00660 5.92367 -0.4636 0.5576 0.0755 -0.27
C -3.13000 -1.31631 4.67702 0.8862 -0.7989 1.0144 -0.66
H 2.47976 -3.71515 12.08745 0.1672 -0.1619 -0.7395 0.30
H 1.00264 -4.69756 12.37345 0.1391 -0.2630 -0.0504 0.32
H 1.17575 -3.04617 12.96363 -0.1532 -0.1291 0.1834 0.27
H 0.56104 -4.85154 9.89085 -0.3890 -0.1396 0.0761 0.36
H 2.00250 -3.94099 9.65219 0.2637 0.2405 -0.0238 0.44
H 0.33367 -3.59784 7.62139 0.4047 -0.4094 0.3271 0.37
H 0.84183 -2.14635 8.48614 -0.0078 0.4068 -0.1684 0.31
H -1.12317 -2.55900 9.87729 -0.1777 -0.2344 0.3247 0.30
H -1.12717 -0.85916 8.20672 0.5648 0.1582 -0.2397 0.40
H -2.67109 -1.42531 8.58310 -0.1847 -0.5566 0.2426 0.38
H -2.84923 -2.86390 6.77453 0.0643 -0.4338 -0.5114 0.20
H -1.16431 -2.58939 6.13221 0.0685 -0.2900 0.1645 0.27
H -4.00742 -1.92265 4.90195 0.0354 -0.3954 -0.1965 0.22
H -2.37139 -1.83450 4.09043 -0.3787 -0.4350 -0.4352 0.29
H -3.48839 -0.48440 4.07073 0.4000 0.6073 0.7077 0.27
C -7.26409 -4.46585 5.71270 -0.5759 0.2633 -0.4599 -0.77
O -7.33810 -3.16072 6.17927 0.4283 1.2916 0.0160 -0.24
C -8.66459 -2.62948 6.34939 1.6071 -0.6093 0.5297 -0.46
C -8.47353 -1.14682 6.42502 -1.6430 -0.5850 2.0784 -1.07
N -7.99700 -0.49711 5.29559 0.1957 1.5834 -1.0534 -0.18
C -8.97358 -0.38645 4.19635 0.3059 0.0789 -0.0957 -0.41
C -8.69758 0.72385 3.16849 1.4511 0.4631 1.4970 -0.60
O -8.38191 0.13198 1.98144 -0.2653 -1.5009 -2.0163 -0.27
C -7.93388 0.99487 0.98352 0.9191 0.2967 -0.0488 -0.77
H -7.32189 -4.40374 4.62601 -0.3684 -0.6037 -0.2972 0.26
H -8.12542 -4.95666 6.16582 0.2257 -0.9939 -0.3164 0.37
H -6.30120 -4.92521 5.93613 -0.1402 0.0589 0.4494 0.18
H -8.92755 -2.97763 7.34827 -0.9163 -0.1572 -0.0593 0.42
H -9.37968 -2.90270 5.57346 0.1104 -0.4045 -0.1358 0.41
H -7.88271 -0.99155 7.32775 0.4711 0.3602 -0.1652 0.38
H -9.46361 -0.78022 6.69606 -0.1927 0.4540 -0.0127 0.43
H -7.07956 -0.87024 5.09766 -0.0965 0.0623 -0.8124 0.21
H -9.96124 -0.18539 4.61132 0.0751 -0.2789 0.3801 0.34
H -9.00558 -1.32319 3.63994 -0.3443 -0.0619 -0.2571 0.24
H -7.79488 1.24064 3.49431 0.2101 0.3823 0.4937 0.29
H -9.43403 1.51916 3.05357 -0.6545 -0.2155 0.1002 0.40
H -8.60066 1.84220 0.82376 -0.2580 -0.0603 -0.2416 0.31
H -7.69679 0.44444 0.07307 -0.7178 -0.1654 -0.0335 0.25
H -6.95626 1.40500 1.23681 0.2166 0.3644 0.4533 0.30
C -5.71956 5.37227 2.96338 0.3127 -1.1593 1.0436 -0.83
O -6.76471 5.87081 2.21001 0.4603 0.6271 -1.3321 -0.21
C -6.23380 6.97792 1.41672 -1.3724 -0.8510 0.8245 -0.67
C -7.27497 7.44372 0.40472 0.3513 2.0483 -0.4488 -0.60
N -8.30206 8.34085 0.94436 0.4292 0.1910 0.6348 -0.46
C -9.09301 7.64061 1.86857 -2.8939 -0.9810 1.7275 -0.45
C -10.40059 8.38440 2.30530 2.1164 -0.6393 -0.4916 -0.75
O -11.36592 8.41446 1.27018 0.0641 -0.2886 0.4243 -0.30
C -12.46447 9.16081 1.72103 -0.4988 0.8320 -0.2388 -0.75
H -6.08653 4.58679 3.62404 -0.3028 0.1111 0.1222 0.24
H -5.24856 6.12941 3.59027 0.1050 0.2566 0.0702 0.31
H -4.94429 4.86773 2.38676 0.2130 0.2166 -0.4770 0.30
H -5.29941 6.69853 0.92991 -0.0677 -0.3230 -0.2590 0.53
H -5.97126 7.70800 2.18231 -0.1140 0.7371 -0.3774 0.36
H -7.72955 6.65818 -0.19895 0.3022 -0.5097 0.1481 0.36
H -6.73776 8.13800 -0.24141 0.3466 -0.4264 -0.5405 0.31
H -8.97040 8.70566 0.28078 0.5406 -0.0150 -0.7973 0.26
H -8.57489 7.35101 2.78278 0.2557 0.3593 0.0021 0.31
H -9.45002 6.68738 1.47873 -0.0243 -0.5322 -0.3189 0.35
H -10.00993 9.37093 2.55476 -0.6101 0.5695 0.1783 0.36
H -10.79224 7.89029 3.19444 -0.1568 0.0299 0.0985 0.41
H -12.10520 10.16223 1.95812 -0.2356 0.3214 0.0436 0.32
H -12.98839 8.79225 2.60296 0.4079 -0.5263 0.3562 0.29
H -13.25592 9.22980 0.97474 0.3895 -0.0734 -0.4121 0.26
C -2.11738 -1.66581 -1.75410 -0.7235 1.3054 -0.4597 -0.89
O -0.82684 -1.11706 -1.44766 -0.5355 -1.9917 -0.3917 -0.31
C 0.23353 -1.98538 -1.97229 0.0512 2.0939 0.2508 -0.72
C 1.48269 -1.02383 -1.98623 -0.3483 -2.1087 -0.1880 -0.61
N 1.80323 -0.63930 -0.60566 -0.8910 -0.2721 -1.8084 -0.32
C 2.55084 0.59147 -0.58659 0.7010 -0.1439 1.9308 -0.47
C 2.47130 1.13835 0.85703 1.1522 2.8387 -1.7316 -0.67
O 1.27992 1.90211 1.06894 0.5897 -0.8713 0.2602 -0.41
C 0.26827 1.13467 1.63496 -1.4470 0.1884 0.0919 -0.71
H -2.34201 -1.46135 -2.80092 0.2013 -0.3201 -0.3692 0.33
H -2.91305 -1.11254 -1.25522 0.3974 0.3670 0.4932 0.27
H -2.38476 -2.70248 -1.54936 1.0212 -0.3564 0.2278 0.33
H -0.01106 -2.36498 -2.96435 -0.0782 0.3959 -0.3029 0.48
H 0.29754 -2.87643 -1.34775 0.4786 0.1526 0.3689 0.31
H 1.28780 -0.13877 -2.59186 -0.4183 -0.0004 -0.2302 0.32
H 2.28585 -1.56579 -2.48554 0.3610 0.0070 0.1565 0.37
H 0.84928 -0.41970 -0.35696 -0.1398 0.3142 1.0688 0.36
H 2.30083 1.38894 -1.28634 -0.8743 0.0792 -0.1077 0.31
H 3.59475 0.41897 -0.84848 0.2588 -0.4380 0.2698 0.45
H 3.16097 1.98240 0.85010 0.7544 -0.2318 0.1872 0.42
H 2.79795 0.47495 1.65784 -0.6110 -0.3125 -0.0444 0.35
H -0.62289 1.19924 1.01065 -0.0569 -0.5180 -0.4919 0.21
H -0.11476 1.59000 2.54822 0.5176 -0.1564 0.5588 0.23
H 0.59468 0.10340 1.76932 -0.3537 -0.0139 0.2451 0.40
C -4.18932 -5.50157 -5.82236 -1.1633 -0.4610 0.2953 -0.59
O -2.93214 -5.19738 -6.37916 -0.0732 0.5010 0.2334 -0.51
H -4.95763 -5.72916 -6.56127 0.1867 -0.3668 -0.3730 0.26
H -4.16283 -6.30638 -5.08773 0.2666 -0.3627 -0.1482 0.29
H -4.69009 -4.70605 -5.27057 0.8676 0.7437 -0.0626 0.24
H -2.74648 -5.81158 -7.09323 -0.0985 -0.0508 0.0685 0.31
C -3.17145 3.80705 8.21861 -0.0522 -1.1207 -0.2295 -0.47
O -2.50845 3.21833 7.11502 0.7325 0.4251 -0.7662 -0.49
H -3.90845 4.53996 7.89032 0.0787 0.1620 0.0381 0.20
H -3.68589 3.01375 8.76094 -0.1119 0.2341 0.4083 0.24
H -2.39609 4.24936 8.84413 -0.2510 0.1580 0.0852 0.20
H -2.79141 2.33823 6.85628 -0.3781 0.0876 0.4451 0.31
C 6.39751 -2.40239 1.87035 0.2279 0.2945 0.9193 -0.40
O 6.43012 -2.44777 3.31808 0.5491 0.4476 -0.6106 -0.53
H 5.35327 -2.62713 1.65320 0.5035 -0.3597 -1.2039 0.20
H 6.71435 -1.46756 1.40794 -0.7669 0.9850 0.7724 0.22
H 7.24044 -2.95220 1.45169 -0.6589 -1.4252 0.0786 0.19
H 5.57499 -2.77531 3.60629 0.1088 0.0231 0.0628 0.33
C -0.35873 7.19123 -0.03878 0.8071 0.8929 0.2588 -0.56
O -1.16490 7.82439 -1.04049 -0.1067 -0.6479 0.4160 -0.43
H -0.19458 6.11826 -0.13819 -0.2874 0.0946 -0.6949 0.17
H 0.59464 7.71779 -0.08286 0.4589 -0.5164 0.1701 0.27
H -0.68899 7.33651 0.98978 -0.6280 0.1795 -0.0208 0.26
H -0.74603 8.67758 -1.17542 -0.2461 0.0061 -0.1475 0.29
C -8.09119 -0.15772 -11.75068 0.9133 -0.2878 1.1267 -1.36
C -7.47662 1.20161 -11.24712 -1.6543 -1.1060 2.0731 0.54
C -6.22616 1.00992 -10.30191 -0.2073 -1.1848 -1.8481 -0.62
O -6.50838 0.43705 -9.04490 -0.9595 0.0816 0.6083 -0.35
C -5.48560 -0.37328 -8.45865 -0.3566 0.6119 -0.1040 -0.69
N -7.30665 2.13875 -12.28911 1.0087 1.1395 -2.1559 -0.77
H -7.53990 -0.78874 -12.44780 0.4730 0.8789 -0.7163 0.37
H -9.13048 -0.14576 -12.07906 0.0573 0.4346 0.0838 0.36
H -8.01521 -0.84458 -10.90774 -0.5659 0.1743 0.5455 0.32
H -8.23856 1.68219 -10.63344 -0.3912 -0.7232 0.9154 0.24
H -5.68285 1.95448 -10.27535 0.1541 0.0793 0.3672 0.31
H -5.65981 0.25866 -10.85234 0.7795 0.1804 -0.1785 0.27
H -5.24482 -1.20715 -9.11803 0.6246 0.2586 -0.2453 0.34
H -5.78302 -0.84928 -7.52428 -0.9155 0.2453 -0.0872 0.25
H -4.68158 0.28268 -8.12492 0.6455 -0.2466 -0.5935 0.28
H -7.15558 3.08769 -11.97797 0.5673 0.0199 0.5820 0.25
H -8.18772 2.27318 -12.76425 -0.1651 -0.5588 -0.3672 0.27
C 6.16734 7.53868 3.70344 -1.0969 1.5361 0.0723 -1.41
C 6.01966 6.58191 4.89328 -1.5060 1.8690 -1.2496 0.41
C 4.53061 6.38654 5.31859 0.0134 1.8781 1.0676 -0.68
O 4.53196 5.76927 6.57867 -0.1739 -2.1378 1.4438 -0.30
C 3.29013 5.40069 7.24874 -0.0123 1.0632 -1.3357 -0.75
N 6.47383 5.35269 4.41540 1.3658 -3.0072 0.7933 -0.74
H 5.82797 8.52784 4.01082 -0.1632 0.2378 -0.0225 0.36
H 5.53199 7.27348 2.85838 -0.3367 -0.3649 0.1038 0.28
H 7.12252 7.73330 3.21574 0.4831 -0.6865 0.7319 0.37
H 6.58255 6.97018 5.74212 0.1363 -0.3374 0.0300 0.32
H 4.03817 5.85620 4.50351 -0.3753 -0.3004 0.1145 0.33
H 4.00365 7.30378 5.58142 -0.1004 0.7246 -1.1132 0.37
H 3.45947 4.64743 8.01818 0.2661 0.0401 -0.3828 0.26
H 2.50199 5.12876 6.54662 0.3296 -0.9094 -0.3983 0.31
H 2.76428 6.24743 7.68987 0.6535 0.5886 0.5095 0.29
H 6.39823 4.74263 5.21678 0.6826 -0.5993 0.4228 0.32
H 5.76920 4.89859 3.85203 -0.1696 0.3940 -0.7990 0.26